No. 1
Here is a structure of composition CdF8N4O16S8 from OMol25. Energies are from ωB97M-V/def2-TZVPD.

Atoms and positions in Å:
Cd (-0.1459, 0.4169, 0.0424)
N (-0.8782, -4.0393, -0.7688)
S (0.2388, -5.1713, -0.9680)
O (0.3357, -6.1176, 0.0928)
O (1.4031, -4.7074, -1.6417)
F (-0.5145, -6.0138, -2.0999)
S (-0.2328, -3.0963, 0.3496)
O (-0.3413, -1.6908, 0.0553)
O (0.9269, -3.5366, 1.0253)
F (-1.2767, -3.3040, 1.5266)
N (-0.8247, 1.0365, 1.8873)
S (-0.9826, 0.3115, 3.3129)
O (-2.3079, -0.0324, 3.6920)
O (-0.0712, 0.7430, 4.3182)
F (-0.2456, -1.0301, 2.8556)
S (-1.4955, 2.5268, 2.3313)
O (-0.8045, 3.3033, 3.2952)
O (-2.9126, 2.5195, 2.3403)
F (-1.1210, 3.1729, 0.9412)
N (1.9009, 0.6011, 0.0304)
S (2.8050, 0.2471, -1.2162)
O (3.8399, -0.6949, -0.9974)
O (3.0408, 1.3344, -2.0985)
F (1.6573, -0.5708, -1.9810)
S (2.8784, 1.7780, 0.7606)
O (2.7326, 3.0811, 0.2518)
O (4.1302, 1.2650, 1.1542)
F (2.0540, 1.8869, 2.1009)
N (-0.9983, 1.3707, -1.5279)
S (-0.8371, 2.7549, -2.3264)
O (-1.8738, 3.6935, -2.0862)
O (-0.1139, 2.7222, -3.5498)
F (0.3533, 3.2649, -1.3672)
S (-2.3114, 0.8062, -2.4099)
O (-2.0434, 0.2855, -3.6950)
O (-3.5692, 1.3986, -2.1239)
F (-2.3948, -0.5151, -1.5063)

The HOMO energy comes out at -5.65 eV. The total charge is -2. For the orbital gap, the calculation gives 9.807 eV.

=====

No. 2
Here is a structure of composition CdI from OMol25. Energies are from ωB97M-V/def2-TZVPD.

Atoms and positions in Å:
Cd (0.7823, -0.6987, -0.8696)
I (-0.7823, 0.6987, 0.8696)

Its spin multiplicity is 2. The HOMO energy (spin up / spin down) comes out at -21.85 / -21.47 eV. The calculation puts the energy above the lowest of the compared OMol25 structures with the same formula, charge and spin at 0.0000 eV. The total charge is +2. For the orbital gap (spin up / spin down), the calculation gives 7.860 / 6.855 eV.